Entry 1:
Formula: C4H9NO
Source: the OMol25 dataset
Level of theory: the ωB97M-V functional and the def2-TZVPD basis

XYZ file:
```
15
Properties=species:S:1:pos:R:3:forces:R:3
H 0.035 -1.652 1.353 0.00 0.15 0.02
H -1.518 0.108 -2.617 0.11 0.11 0.07
C 0.182 0.263 0.339 0.06 0.04 0.08
H 0.096 1.325 0.596 0.02 -0.13 -0.03
N -0.917 -0.006 -0.591 0.20 -0.23 0.25
H 0.802 -0.374 2.307 -0.11 -0.02 -0.11
H -1.681 -0.577 -0.230 0.10 0.04 -0.13
C -1.052 0.747 -1.841 -0.33 -0.13 -0.03
C 1.502 0.017 -0.379 0.02 -0.02 -0.04
H 1.489 0.541 -1.339 0.04 -0.08 0.14
H -0.955 -0.364 2.086 0.13 -0.02 -0.08
H 2.335 0.394 0.222 -0.13 -0.04 -0.08
H 1.660 -1.054 -0.554 -0.04 0.14 0.03
O -1.976 1.216 -0.945 -0.07 0.22 -0.14
C -0.001 -0.582 1.593 0.00 -0.03 0.05
```
Forces are in eV/Å.

As for the frontier orbital gap (spin up / spin down): 0.2808 / 0.2901 Eh. Its charge is 0. As for the HOMO energy (spin up / spin down): -7.33 / -7.48 eV.

***

Entry 2:
Formula: C4H9NO
Source: the OMol25 dataset
Level of theory: the ωB97M-V functional and the def2-TZVPD basis

XYZ file:
```
15
Properties=species:S:1:pos:R:3:forces:R:3
H -0.687 0.877 1.763 -0.24 -0.67 0.87
O 2.147 1.484 0.256 -0.45 0.18 1.07
C 0.924 1.728 0.574 1.46 -0.57 -2.54
N -0.209 -0.463 0.051 -1.03 4.12 0.10
H -2.016 -0.850 -1.147 -0.48 -0.19 0.77
H 0.663 1.763 -1.128 -1.09 -0.61 2.25
H -0.524 -0.735 -2.017 -0.63 0.86 0.60
C -1.099 -0.278 -1.152 2.58 -1.05 -0.85
C 0.011 0.659 0.978 -0.54 -0.51 -4.44
H -0.268 -2.578 0.009 0.17 0.63 0.52
H 0.599 2.746 0.763 0.16 0.54 0.64
H -1.282 0.778 -1.335 0.06 -0.27 0.13
H 0.135 -1.627 1.555 -0.17 -0.98 0.81
C 0.236 -1.706 0.482 1.55 -1.41 0.25
H 1.371 -1.798 0.348 -1.34 -0.07 -0.17
```
Forces are in eV/Å.

As for the frontier orbital gap: 0.1995 Eh. Its charge is 0. As for the HOMO energy: -7.65 eV.

***

Entry 3:
Formula: C4H9NO
Source: the OMol25 dataset
Level of theory: the ωB97M-V functional and the def2-TZVPD basis

XYZ file:
```
15
Properties=species:S:1:pos:R:3:forces:R:3
H -0.813 1.255 0.038 -0.13 -0.10 0.01
N -0.433 -1.451 -0.343 0.40 -0.21 0.53
C 2.367 0.758 -0.113 0.01 0.01 0.00
C -1.705 0.624 0.112 0.01 0.03 0.04
H -1.406 -0.362 -1.790 -0.01 -0.04 0.15
H 3.374 0.926 -0.500 -0.14 -0.02 0.06
H 1.733 0.360 -0.910 0.11 0.07 0.12
H -2.460 -1.242 -0.692 0.12 0.09 -0.01
O 0.903 -2.009 1.542 -0.46 0.19 -0.54
C 0.204 -1.695 0.648 0.05 -0.06 0.00
H 2.408 0.041 0.711 0.01 0.13 -0.13
H -2.571 1.205 -0.223 0.13 -0.08 0.03
C -1.553 -0.630 -0.740 -0.17 0.10 -0.05
H 1.955 1.705 0.248 0.06 -0.14 -0.06
H -1.857 0.362 1.165 0.02 0.03 -0.15
```
Forces are in eV/Å.

As for the frontier orbital gap: 0.4091 Eh. Its charge is 0. As for the SMILES: CCN=C=O.C. As for the HOMO energy: -10.29 eV.

***

Entry 4:
Formula: C4H9NO
Source: the OMol25 dataset
Level of theory: the ωB97M-V functional and the def2-TZVPD basis

XYZ file:
```
15
Properties=species:S:1:pos:R:3:forces:R:3
H -0.586 -2.631 2.403 -0.19 0.14 -0.09
H 1.244 -2.112 0.863 -0.05 0.02 0.20
C -0.691 -1.818 1.691 0.13 -0.14 0.06
H -0.631 0.100 -0.160 -0.12 0.18 0.08
H -1.344 2.019 0.623 -0.21 0.25 0.20
H 0.518 1.715 -1.380 -0.16 -0.09 -0.32
C 1.340 -0.051 -0.872 0.37 0.41 0.03
H -2.458 1.994 -0.429 -0.05 0.18 0.03
N 1.282 1.067 -1.570 -0.79 -0.33 -0.25
C 0.336 -1.514 0.853 0.65 -0.20 -0.35
H -1.605 -1.243 1.664 -0.12 -0.04 0.11
O -1.639 2.445 -0.188 0.36 -0.43 -0.22
H 2.278 -0.580 -0.940 -0.07 -0.54 -0.21
C 0.292 -0.450 -0.052 -0.38 0.03 0.48
H 1.665 1.060 -2.507 0.63 0.55 0.24
```
Forces are in eV/Å.

As for the frontier orbital gap (spin up / spin down): 0.3473 / 0.3137 Eh. As for the spin multiplicity: 2. Its charge is +1. As for the HOMO energy (spin up / spin down): -13.80 / -15.55 eV.